# 1
# C45H54BFI2O35

11 unconnected molecules or ions with the total composition C45H54BFI2O35 (ωB97M-V/def2-TZVPD, the Open Molecules 2025 dataset).

CARTESIAN COORDINATES (ANGSTROEM)
C  -0.4498  -5.3300  -0.9298
C  -0.3943  -4.8486  0.5282
I  0.4542  -6.3293  1.8641
C  0.3100  -3.4856  0.7397
I  -0.1911  -2.6072  2.6685
C  0.0622  -2.4805  -0.3599
C  -1.1433  -2.1760  -0.8429
O  -2.3083  -2.7740  -0.4269
B  -3.1222  -2.0354  0.4531
O  -3.5253  -2.6889  1.5921
O  -3.5215  -0.7253  0.2318
C  -1.3172  -1.1663  -1.9546
O  -2.4121  -0.9652  -2.4488
C  -0.1351  -0.4072  -2.5095
C  -0.3333  0.5316  -3.4948
C  0.7260  1.2205  -4.0372
C  2.0413  0.9249  -3.5196
C  2.2182  -0.0107  -2.5325
C  3.6402  -0.2336  -2.0406
C  4.3463  -1.4614  -2.6669
F  5.3399  -1.0031  -3.5312
C  1.1265  -0.7151  -2.0062
C  1.2687  -1.7443  -0.9248
O  2.3450  -2.0201  -0.4193
H  -1.2217  -4.7514  -1.4520
H  -0.8288  -6.3602  -0.9111
H  0.5147  -5.3202  -1.4476
H  -1.4300  -4.7377  0.8647
H  1.3801  -3.6929  0.8299
H  -3.3321  -2.1240  2.3505
H  -2.7923  -0.1085  0.3732
H  -1.3226  0.7326  -3.9009
H  0.6335  1.9528  -4.8328
H  2.8909  1.4557  -3.9366
H  4.2191  0.6513  -2.3447
H  3.7248  -0.2757  -0.9519
H  3.6236  -2.1038  -3.1833
H  4.8192  -2.0146  -1.8465
O  3.5715  3.5630  -4.3517
C  2.8530  4.2269  -3.6728
O  3.0685  5.5339  -3.4073
C  1.9012  6.0441  -2.7656
C  1.2878  4.8014  -2.1767
O  1.7223  3.7639  -3.0732
H  2.1642  6.7829  -2.0124
H  1.2621  6.5145  -3.5152
H  1.6667  4.5807  -1.1773
H  0.2019  4.8481  -2.1422
O  6.9038  8.4001  -2.1450
C  6.7566  7.6134  -3.0257
O  7.1014  6.3074  -2.9516
C  6.5638  5.6516  -4.1054
C  6.4215  6.7828  -5.0910
O  6.2209  7.9128  -4.2359
H  7.2343  4.8708  -4.4564
H  5.6061  5.2043  -3.8412
H  7.3261  6.9421  -5.6816
H  5.5788  6.6501  -5.7654
O  12.0259  10.0547  -5.3810
C  11.1258  10.2091  -4.6233
O  10.9350  9.4777  -3.4952
C  9.8936  10.1053  -2.7419
C  9.1346  10.8654  -3.7996
O  10.1472  11.1401  -4.7717
H  9.2785  9.3647  -2.2364
H  10.3450  10.7623  -1.9953
H  8.3498  10.2649  -4.2648
H  8.6967  11.7869  -3.4235
O  3.6023  -7.4223  4.0519
C  4.0951  -6.4026  3.6893
O  3.5859  -5.1704  3.9470
C  4.5722  -4.2084  3.5513
C  5.3819  -4.9656  2.5290
O  5.2378  -6.3195  2.9638
H  4.1021  -3.3184  3.1386
H  5.1547  -3.9281  4.4191
H  4.9788  -4.8733  1.5174
H  6.4288  -4.6705  2.5192
O  -7.1174  1.4354  4.5522
C  -7.0901  0.7153  3.6008
O  -6.6476  -0.5615  3.6252
C  -6.9850  -1.1564  2.3628
C  -7.1003  0.0371  1.4539
O  -7.4985  1.0745  2.3632
H  -6.2127  -1.8524  2.0418
H  -7.9250  -1.6937  2.4665
H  -6.1467  0.3126  0.9980
H  -7.8397  -0.1028  0.6678
O  4.4887  -7.3385  -2.8416
C  5.1441  -6.5418  -3.4246
O  5.6692  -6.7327  -4.6642
C  6.1879  -5.4800  -5.1151
C  6.4441  -4.7482  -3.8215
O  5.4718  -5.3128  -2.9415
H  7.0903  -5.6224  -5.7052
H  5.4344  -4.9873  -5.7334
H  7.4403  -4.9451  -3.4197
H  6.3053  -3.6724  -3.9146
O  -8.5245  5.4525  9.2342
C  -8.4976  4.7411  8.2836
O  -8.0548  3.4589  8.2945
C  -8.3922  2.8723  7.0328
C  -8.5083  4.0729  6.1312
O  -8.9051  5.1057  7.0400
H  -7.6235  2.1792  6.7080
H  -9.3367  2.3329  7.1373
H  -7.5554  4.3472  5.6757
H  -9.2486  3.9405  5.3461
O  -8.2316  -0.7882  -1.6330
C  -7.3519  -1.4774  -2.0366
O  -6.4202  -1.0829  -2.9395
C  -5.4107  -2.0958  -2.9915
C  -6.1489  -3.3210  -2.5117
O  -7.1458  -2.7637  -1.6522
H  -5.0237  -2.2064  -4.0021
H  -4.5930  -1.8113  -2.3295
H  -6.6419  -3.8604  -3.3237
H  -5.5089  -4.0123  -1.9672
O  4.5783  -2.8153  6.0337
C  3.7492  -3.3427  6.7063
O  3.9565  -3.7975  7.9650
C  2.6841  -4.1528  8.5110
C  1.8605  -4.4175  7.2737
O  2.4775  -3.5673  6.3061
H  2.7686  -5.0238  9.1565
H  2.3043  -3.3128  9.0964
H  1.9339  -5.4519  6.9317
H  0.8112  -4.1618  7.4028
O  -9.3646  -2.7661  0.9734
C  -10.4239  -2.3562  1.3193
O  -10.8405  -1.0761  1.1522
C  -12.2301  -1.0251  1.4786
C  -12.3949  -2.2144  2.3938
O  -11.3748  -3.1032  1.9347
H  -12.4809  -0.0832  1.9610
H  -12.8118  -1.1189  0.5595
H  -12.2035  -1.9676  3.4403
H  -13.3764  -2.6759  2.3135

Cartesian forces, eV/Å:
C -0.3 -0.4 0.5
C -0.7 0.5 0.2
I 0.0 0.3 -0.3
C 0.3 -0.6 -0.4
I 0.2 0.0 -0.3
C 0.2 0.2 0.0
C -0.8 0.5 -0.8
O 0.5 0.5 0.3
B -0.2 -0.1 0.5
O 0.2 -0.1 -0.5
O 0.7 -0.3 0.4
C -0.3 0.6 -1.1
O 0.4 -0.4 0.5
C -0.2 -1.4 1.4
C -0.6 0.8 -1.1
C 2.3 -0.8 0.9
C -2.0 0.6 -1.3
C 1.2 -0.5 0.9
C 0.3 0.4 -0.3
C -0.4 0.6 1.2
F -0.2 -0.4 -0.2
C -0.3 0.2 -0.1
C 0.3 -0.4 0.8
O -0.4 0.1 -0.5
H 0.4 0.0 -0.1
H 0.2 0.2 -0.1
H -0.2 0.1 0.1
H 0.2 -0.2 0.1
H -0.2 0.4 -0.1
H -0.5 -0.1 0.1
H -0.2 0.2 -0.4
H 0.0 -0.3 0.4
H -0.2 -0.1 0.2
H -0.1 -0.1 0.2
H 0.0 -0.3 0.0
H -0.3 -0.1 -0.3
H 0.4 0.1 -0.2
H 0.1 -0.1 -0.4
O 0.1 0.0 0.0
C 0.0 -0.3 -0.1
O -0.1 -0.2 0.0
C -0.2 0.4 0.1
C -0.4 -0.2 0.4
O 0.5 1.0 0.0
H 0.2 0.0 -0.1
H 0.0 -0.1 0.0
H 0.0 0.0 0.0
H 0.0 -0.2 -0.1
O 0.0 0.1 0.0
C 0.0 0.0 0.1
O -0.1 0.3 -0.1
C -0.1 -0.5 -0.1
C 0.0 -0.1 -0.4
O 0.1 -0.1 0.2
H 0.1 0.1 0.2
H 0.0 0.0 0.0
H 0.0 0.0 0.1
H -0.1 0.2 0.1
O 0.0 0.0 0.0
C 0.1 0.0 -0.1
O -0.1 0.2 -0.2
C -0.2 -0.1 0.4
C -0.3 0.1 0.0
O 0.1 -0.2 0.1
H 0.1 -0.1 -0.1
H 0.0 0.0 -0.1
H 0.0 0.0 0.0
H 0.1 0.1 -0.1
O 0.0 0.0 0.0
C -0.1 0.0 0.0
O 0.3 -0.3 -0.1
C 0.1 0.3 -0.3
C 0.1 0.2 -0.3
O -0.2 0.0 0.1
H -0.2 -0.1 0.1
H 0.1 0.0 -0.1
H 0.0 -0.1 0.0
H 0.0 -0.2 0.1
O 0.0 0.1 0.1
C 0.0 0.0 -0.1
O 0.0 0.4 -0.1
C 0.0 -0.4 -0.2
C -0.1 -0.1 -0.5
O 0.1 -0.1 0.3
H 0.1 0.0 0.2
H 0.0 0.0 0.0
H 0.0 0.0 0.1
H -0.1 0.1 0.1
O 0.0 0.0 0.0
C -0.1 -0.2 0.1
O 0.0 0.2 0.2
C 0.1 0.1 -0.3
C 0.3 0.4 0.0
O 0.0 -0.2 -0.2
H 0.0 -0.2 0.0
H 0.0 0.0 0.0
H 0.0 0.0 0.0
H -0.1 0.0 0.2
O 0.0 0.0 0.0
C 0.0 0.0 0.1
O -0.2 0.3 -0.1
C 0.1 -0.5 -0.1
C 0.0 0.0 -0.3
O 0.1 -0.2 0.2
H 0.1 0.0 0.2
H 0.0 0.1 0.0
H 0.0 0.0 0.0
H -0.1 0.2 0.1
O 0.0 0.1 0.0
C 0.0 0.0 0.0
O -0.2 -0.2 0.1
C 0.4 -0.1 -0.1
C 0.1 -0.3 -0.1
O 0.1 0.2 -0.1
H -0.1 0.2 0.0
H 0.0 0.0 0.0
H 0.0 0.0 0.0
H -0.1 0.0 0.2
O 0.0 0.2 0.4
C 0.0 0.0 -0.1
O -0.1 0.0 -0.2
C -0.1 -0.1 0.3
C -0.3 -0.3 0.0
O 0.2 0.1 0.2
H 0.2 0.0 0.0
H 0.0 0.0 -0.1
H 0.1 0.0 0.0
H 0.0 0.1 -0.2
O 0.0 0.0 0.1
C 0.1 0.0 -0.2
O 0.0 -0.2 0.1
C -0.3 0.3 0.0
C -0.3 0.0 0.2
O 0.0 0.2 -0.1
H 0.2 0.0 0.0
H 0.0 0.0 0.0
H 0.0 0.0 0.0
H 0.1 -0.2 -0.1

## Properties
- SMILES = C[C@@H](I)[C@H](I)C1=C(OB(O)O)C(=O)c2cccc(CCF)c2C1=O.O=C1OCCO1.O=C1OCCO1.O=C1OCCO1.O=C1OCCO1.O=C1OCCO1.O=C1OCCO1.O=C1OCCO1.O=C1OCCO1.O=C1OCCO1.O=C1OCCO1
- orbital gap (eV) = 7.4
- charge = 0
- E_tot (eV) = -138802.439


# 2
# C30H54AsN6S2SeSi2V

A molecular structure, C30H54AsN6S2SeSi2V (ωB97M-V/def2-TZVPD, the Open Molecules 2025 dataset).

CARTESIAN COORDINATES (ANGSTROEM)
V  -0.0658  -0.5227  0.1268
C  -1.8076  0.2589  -5.1928
Si  -0.2402  0.4057  -4.1534
C  1.2096  -0.4819  -4.9665
C  0.1220  2.2114  -3.7388
As  -0.7832  -0.6124  -2.0385
Si  -1.1115  -2.9282  -2.4777
C  -1.8814  -3.5498  -0.8498
C  0.6148  -3.6574  -2.7411
C  -2.2324  -3.3381  -3.9310
H  -1.6650  0.6928  -6.1839
H  -2.6395  0.7777  -4.7131
H  -2.0930  -0.7862  -5.3219
H  1.5292  0.0607  -5.8580
H  0.9161  -1.4860  -5.2771
H  2.0626  -0.5643  -4.2914
H  0.4925  2.7551  -4.6095
H  0.8676  2.2892  -2.9449
H  -0.7909  2.7073  -3.4026
H  -1.5747  -2.9071  -0.0190
H  -1.5929  -4.5768  -0.6113
H  -2.9715  -3.5143  -0.8965
H  1.3170  -3.2709  -2.0010
H  0.9908  -3.3883  -3.7302
H  0.5982  -4.7481  -2.6803
H  -3.1692  -2.7814  -3.8768
H  -2.4697  -4.4036  -3.9408
H  -1.7508  -3.1036  -4.8821
N  -2.3567  2.2779  -0.5578
C  -2.9274  1.3706  0.2368
S  -1.9559  0.3139  1.1596
N  -4.2601  1.3177  0.2810
C  -5.0336  0.2871  0.9222
C  -5.8150  -0.5392  0.1264
C  -6.5347  -1.5698  0.7105
C  -6.4783  -1.7666  2.0826
C  -5.7232  -0.9133  2.8744
C  -5.0018  0.1207  2.2985
H  -1.3597  2.4065  -0.5060
H  -2.8968  3.0071  -0.9980
H  -4.7658  1.9083  -0.3645
H  -5.8535  -0.3793  -0.9447
H  -7.1367  -2.2198  0.0902
H  -7.0375  -2.5739  2.5364
H  -5.7027  -1.0406  3.9489
H  -4.4329  0.8009  2.9168
C  0.5299  -0.5020  4.7155
C  0.5173  -2.0195  4.8749
C  -0.8386  -2.6469  4.5457
C  -1.0985  -2.7230  3.0400
N  -0.3701  -3.8054  2.4028
C  0.7065  -3.7101  1.6030
Se  1.5054  -2.1414  0.9885
N  1.1605  -4.9441  1.3100
C  2.2683  -5.1334  0.3586
C  2.7919  -6.5527  0.2246
C  3.9714  -6.6009  -0.7502
C  3.5693  -6.3681  -2.2057
C  0.3326  -5.8804  1.9320
C  0.3331  -7.2723  2.0030
C  -0.6817  -7.8738  2.7208
C  -1.6895  -7.1320  3.3455
C  -1.6846  -5.7533  3.3065
C  -0.6444  -5.1495  2.6112
H  1.5068  -0.1014  4.9846
H  -0.2098  -0.0379  5.3699
H  0.3119  -0.1897  3.6894
H  0.7764  -2.2645  5.9057
H  1.2920  -2.4663  4.2428
H  -1.6370  -2.0468  4.9883
H  -0.8990  -3.6494  4.9728
H  -0.7697  -1.7932  2.5884
H  -2.1623  -2.8501  2.8308
H  3.0837  -4.4869  0.6848
H  1.9254  -4.7697  -0.6119
H  2.0053  -7.2099  -0.1510
H  3.1202  -6.9148  1.2013
H  4.4328  -7.5847  -0.6634
H  4.7274  -5.8679  -0.4560
H  2.7629  -7.0425  -2.5008
H  4.4146  -6.5553  -2.8665
H  3.2405  -5.3414  -2.3789
H  1.0867  -7.8805  1.5307
H  -0.6926  -8.9516  2.8056
H  -2.4800  -7.6489  3.8718
H  -2.4575  -5.1719  3.7899
C  4.9813  2.6812  -0.5055
N  3.5527  2.5463  -0.2604
C  2.8922  1.4001  -0.3109
N  3.5462  0.2915  -0.6471
S  1.2137  1.4361  0.0327
H  5.2465  3.7328  -0.4804
H  5.2411  2.2865  -1.4892
H  5.5584  2.1638  0.2637
H  3.0172  3.3591  -0.0051
H  4.5522  0.2786  -0.7020
H  3.0709  -0.5926  -0.6655

Cartesian forces, eV/Å:
V 0.0 0.0 0.3
C 0.3 -0.1 0.3
Si -0.1 0.3 -0.1
C -0.3 0.1 0.3
C 0.0 -0.4 0.0
As -0.1 -0.4 -2.0
Si -0.1 -0.5 0.3
C 0.2 0.1 -0.3
C -0.3 0.3 0.0
C 0.2 0.3 0.2
H 0.1 0.0 0.0
H 0.0 0.0 0.0
H 0.0 0.0 0.0
H 0.0 0.0 0.0
H 0.0 0.0 0.0
H 0.0 0.0 0.0
H 0.0 0.0 0.0
H 0.0 0.0 0.0
H 0.0 0.0 0.0
H 0.0 -0.1 0.1
H 0.0 0.0 0.0
H 0.0 0.1 0.0
H 0.0 0.0 0.0
H 0.0 0.0 0.0
H -0.1 0.0 0.0
H 0.0 0.0 0.0
H 0.0 0.0 0.1
H 0.0 0.0 0.0
N -0.1 0.1 0.1
C -0.3 0.2 -0.5
S -0.6 0.0 1.0
N 0.2 -0.1 0.0
C -0.1 -0.2 0.1
C 0.1 0.0 0.0
C 0.0 0.0 0.0
C 0.0 0.0 0.0
C 0.0 0.0 0.0
C 0.0 0.2 0.0
H 0.1 0.0 0.0
H 0.0 0.0 0.0
H 0.0 0.1 0.1
H 0.0 0.0 0.0
H 0.0 0.0 0.0
H 0.0 0.0 0.0
H 0.0 0.0 0.0
H 0.1 0.0 0.0
C 0.0 -0.1 0.0
C -0.1 0.1 0.0
C 0.2 0.0 -0.1
C -0.3 0.2 0.4
N 0.3 0.0 -0.2
C -0.5 -0.5 0.1
Se 1.0 0.0 0.4
N -0.1 0.4 -0.1
C 0.2 -0.1 -0.2
C 0.1 0.1 0.0
C -0.1 0.0 -0.1
C 0.1 0.0 0.1
C -0.2 0.0 0.2
C 0.0 -0.2 0.0
C 0.1 0.0 0.0
C -0.1 0.1 0.0
C 0.0 0.0 0.0
C 0.1 -0.1 -0.1
H 0.0 0.1 -0.1
H 0.0 0.0 0.0
H 0.0 0.0 0.0
H 0.0 0.0 0.0
H 0.0 0.0 0.0
H 0.0 -0.1 0.0
H -0.1 0.0 0.0
H 0.0 0.1 -0.2
H 0.0 0.0 -0.1
H 0.0 0.0 0.0
H 0.0 0.0 0.1
H 0.0 0.0 0.0
H -0.1 0.0 0.0
H 0.0 0.0 0.0
H 0.0 0.0 0.1
H 0.0 0.0 0.0
H 0.0 0.0 0.0
H 0.0 0.0 0.0
H -0.1 0.0 0.0
H 0.0 0.0 0.0
H 0.0 0.0 0.0
H 0.0 0.0 0.0
C 0.0 -0.1 0.0
N 0.1 -0.1 0.0
C 0.1 0.0 -0.2
N 0.2 0.1 0.1
S 0.0 0.5 0.2
H 0.0 0.0 0.0
H 0.0 0.0 0.0
H 0.0 0.0 0.0
H 0.0 0.0 0.1
H 0.0 0.0 -0.1
H -0.1 -0.1 0.0

## Properties
- ⟨S²⟩ = 2.42
- spin multiplicity = 3
- orbital gap (spin up / spin down) (eV) = 6.7 / 8.3
- charge = +2
- E_tot (eV) = -230217.855